Record 1
ORCA calculation (ωB97M-V with the def2-TZVPD basis set) on a cluster of 2 separate species, C2H10NO in total at a distorted geometry.

Structure (XYZ):
```
14
Properties=species:S:1:pos:R:3:forces:R:3
O -0.181 -2.492 0.302 0.1 0.5 -0.1
H -0.490 -3.128 0.960 -0.1 0.0 -0.3
H 1.146 0.134 -0.062 0.2 -0.2 0.0
H -0.883 -2.355 -0.346 0.0 -0.6 0.3
C 0.218 1.387 -1.342 2.3 1.0 0.2
N 0.579 0.972 0.066 -0.5 -2.0 -0.6
C -0.527 0.493 0.957 1.1 0.4 1.5
H -0.178 0.626 -2.004 -0.8 -0.2 0.8
H -0.257 2.360 -1.312 -0.5 -0.2 -0.2
H 1.228 1.510 -1.752 -0.3 0.5 -0.3
H 1.217 1.611 0.521 -0.1 0.7 0.1
H -0.910 1.316 1.561 -0.9 0.2 -1.0
H -0.077 -0.081 1.775 0.2 -0.4 -0.6
H -1.130 -0.161 0.349 -0.7 0.3 0.3
```
Forces are in eV/Å.

Output
**Spin multiplicity**: 1
**Molecular weight**: 64.1 g/mol
**Charge**: +1
**ΔE to the lowest compared entry with this formula, charge and spin**: 107.44 kJ/mol

Record 2
ORCA calculation (ωB97M-V with the def2-TZVPD basis set) on a cluster of 2 separate species, C2H10NO in total at a distorted geometry.

Structure (XYZ):
```
14
Properties=species:S:1:pos:R:3:forces:R:3
N -1.353 -1.383 1.228 1.2 -0.5 -1.1
H -1.080 -2.365 1.346 0.3 0.3 0.5
H -0.563 -0.858 0.813 0.3 -0.3 0.1
H -1.601 -0.939 2.115 -0.8 -0.2 -0.4
H -1.964 -1.427 0.404 -0.9 0.6 0.7
C 0.428 0.945 -0.888 1.9 1.4 0.0
O 0.083 -0.434 -1.044 -0.4 0.5 0.4
C 1.126 1.223 0.438 -0.1 0.4 0.5
H -0.369 1.672 -1.052 -0.4 -0.5 -0.1
H 1.229 1.203 -1.591 -0.4 -0.3 -0.5
H 0.077 -0.565 -1.994 -0.1 -0.5 -0.1
H 0.473 1.649 1.212 -0.1 -0.8 0.2
H 1.871 2.023 0.372 -0.1 0.0 -0.6
H 1.731 0.360 0.716 -0.3 -0.1 0.4
```
Forces are in eV/Å.

Output
**Spin multiplicity**: 1
**Molecular weight**: 64.1 g/mol
**Charge**: +1
**ΔE to the lowest compared entry with this formula, charge and spin**: 99.67 kJ/mol

Record 3
ORCA calculation (ωB97M-V with the def2-TZVPD basis set) on a cluster of 2 separate species, C2H10NO in total at a distorted geometry.

Structure (XYZ):
```
14
Properties=species:S:1:pos:R:3:forces:R:3
O -2.138 1.519 -0.488 -0.2 -3.3 0.7
H -2.911 1.177 -0.987 0.3 0.3 0.0
H -0.588 0.777 -0.218 -0.3 0.2 -0.4
H -2.008 2.412 -0.671 0.0 3.1 -0.8
C 1.727 -1.436 -0.128 0.5 1.1 1.6
C 0.430 -0.934 0.480 2.8 -1.2 -1.6
N 0.275 0.465 0.289 1.2 2.9 2.0
H 1.501 -1.887 -1.126 0.6 -1.0 -0.5
H 2.469 -0.627 -0.369 -0.7 -0.4 -0.1
H 2.295 -2.230 0.515 -1.3 0.2 -1.1
H -0.346 -1.513 -0.094 -0.4 -0.3 0.9
H 0.468 -1.080 1.546 -1.0 -1.1 1.0
H 0.172 0.941 1.257 -0.1 -0.6 -1.6
H 1.184 0.848 -0.078 -1.3 0.2 -0.2
```
Forces are in eV/Å.

Output
**Spin multiplicity**: 2
**Expectation value of S²**: 0.7539
**Molecular weight**: 64.1 g/mol
**Charge**: +2
**ΔE to the lowest compared entry with this formula, charge and spin**: 209.86 kJ/mol

Record 4
ORCA calculation (ωB97M-V with the def2-TZVPD basis set) on a cluster of 2 separate species, C2H10NO in total at a distorted geometry.

Structure (XYZ):
```
14
Properties=species:S:1:pos:R:3:forces:R:3
C 1.288 -2.241 0.418 -1.0 1.1 -1.3
O 0.108 -1.650 -0.103 0.8 -1.1 0.7
H -0.631 -2.292 0.038 -0.2 0.1 -0.3
H 2.093 -1.543 0.214 0.2 -0.3 0.3
H 1.003 -2.435 1.478 0.3 -0.3 0.4
H 1.392 -3.267 -0.016 0.1 0.0 0.2
C -0.567 1.867 -1.033 1.1 -0.9 0.4
N -0.739 1.489 0.417 -0.1 1.3 2.1
H -0.304 2.039 1.181 0.4 0.9 -1.0
H -1.720 1.646 0.683 -0.1 -0.8 -0.2
H -0.387 0.591 0.736 -0.6 -0.5 -0.8
H 0.489 1.878 -1.310 -0.1 -0.2 0.2
H -0.935 2.863 -1.173 -0.6 0.3 -0.2
H -1.090 1.055 -1.529 -0.2 0.5 -0.6
```
Forces are in eV/Å.

Output
**Spin multiplicity**: 2
**Expectation value of S²**: 0.7542
**Molecular weight**: 64.1 g/mol
**Charge**: +2
**ΔE to the lowest compared entry with this formula, charge and spin**: 21.13 kJ/mol

Record 5
ORCA calculation (ωB97M-V with the def2-TZVPD basis set) on a cluster of 3 separate species, C2H10NO2 in total at a distorted geometry.

Structure (XYZ):
```
15
Properties=species:S:1:pos:R:3:forces:R:3
C -0.914 -0.222 -0.894 -0.5 -1.4 -1.2
C -0.704 -1.020 -1.933 0.1 0.5 0.2
N 0.047 -0.112 0.247 -1.2 1.1 -2.5
H -1.883 0.277 -0.783 0.6 -0.1 0.5
H -1.522 -1.165 -2.643 0.5 0.1 0.1
H 0.261 -1.489 -2.135 -0.4 -0.1 0.1
H 1.008 0.004 -0.123 -0.4 -0.1 0.7
H -0.325 0.773 0.575 1.0 0.2 1.4
H -0.128 -0.910 0.856 0.7 0.0 1.0
H -0.838 -2.199 2.772 0.2 -0.2 0.6
H 0.567 -1.805 3.410 -0.5 -0.2 -0.2
O 0.013 -1.778 2.617 0.1 0.3 -0.6
H 1.109 3.244 -1.357 0.2 -0.1 0.3
H 1.793 3.575 -0.030 0.0 -0.3 -0.1
O 1.514 2.827 -0.579 -0.4 0.2 -0.1
```
Forces are in eV/Å.

Output
**Spin multiplicity**: 1
**Molecular weight**: 80.1 g/mol
**Charge**: +1
**ΔE to the lowest compared entry with this formula, charge and spin**: 96.89 kJ/mol

Record 6
ORCA calculation (ωB97M-V with the def2-TZVPD basis set) on a cluster of 3 separate species, C2H10NO2 in total at a distorted geometry.

Structure (XYZ):
```
15
Properties=species:S:1:pos:R:3:forces:R:3
C -0.495 1.538 -0.155 1.7 -1.7 -0.4
C 0.461 1.117 -0.968 0.8 0.3 -0.8
N -1.179 0.421 0.558 -0.4 0.0 -0.6
H -0.768 2.560 0.047 -0.3 -0.1 0.2
H 1.133 1.716 -1.570 -0.5 0.8 0.2
H 0.762 0.095 -1.205 -0.6 -0.2 0.8
H -1.457 0.660 1.507 -0.7 0.2 -0.1
H -1.948 0.088 -0.066 -0.6 0.2 1.2
H -0.654 -0.451 0.677 0.7 0.5 -0.3
H 5.642 -1.765 0.092 0.5 -0.2 -0.9
H 5.004 -1.450 1.332 -0.5 0.4 0.2
O 4.880 -1.279 0.389 0.0 -0.1 0.8
H -4.104 -0.688 -0.798 -0.4 0.3 -0.5
H -3.804 -1.681 0.273 -0.2 -0.9 0.5
O -3.471 -0.883 -0.112 0.4 0.6 -0.2
```
Forces are in eV/Å.

Output
**Spin multiplicity**: 1
**Molecular weight**: 80.1 g/mol
**Charge**: +1
**ΔE to the lowest compared entry with this formula, charge and spin**: 125.30 kJ/mol

Record 7
ORCA calculation (ωB97M-V with the def2-TZVPD basis set) on a cluster of 3 separate species, C2H10NO2S in total at a distorted geometry.

Structure (XYZ):
```
16
Properties=species:S:1:pos:R:3:forces:R:3
C -0.053 -0.529 -1.225 -2.4 -1.6 1.5
C -1.234 0.145 -1.897 -0.1 0.7 -0.2
S -2.764 -0.903 -1.755 0.6 0.5 -0.4
N -0.331 -0.543 0.310 0.9 -1.0 -1.4
H 0.017 -1.565 -1.598 -0.4 0.1 0.5
H 0.880 -0.141 -1.495 1.6 1.3 0.3
H -1.440 1.086 -1.353 0.1 -0.2 0.0
H -0.883 0.553 -2.881 -0.7 -0.9 0.2
H -0.333 0.412 0.544 0.6 1.7 0.0
H -1.329 -0.670 0.437 -0.4 -1.1 -0.7
H 1.971 -0.481 2.640 0.5 -2.9 -3.3
H 1.166 -1.200 1.481 -0.6 0.0 -0.6
O 2.081 -1.179 1.803 0.0 3.0 3.8
H 1.477 1.418 1.521 -0.6 1.3 0.2
H -0.041 1.462 1.711 3.0 3.0 0.5
O 0.817 2.134 1.757 -2.3 -4.1 -0.5
```
Forces are in eV/Å.

Output
**Spin multiplicity**: 1
**Molecular weight**: 112.2 g/mol
**Charge**: -1
**ΔE to the lowest compared entry with this formula, charge and spin**: 145.69 kJ/mol

Record 8
ORCA calculation (ωB97M-V with the def2-TZVPD basis set) on a cluster of 3 separate species, C2H10NO2S in total at a distorted geometry.

Structure (XYZ):
```
16
Properties=species:S:1:pos:R:3:forces:R:3
C 0.257 -1.219 -0.801 1.4 0.7 -1.0
C -0.922 -0.850 -1.718 -0.1 0.5 -0.2
S -0.551 0.432 -3.006 0.1 0.0 0.1
N 1.059 -0.053 -0.356 0.1 -1.4 0.1
H 0.996 -1.791 -1.380 -0.3 -0.2 -0.1
H 0.047 -1.813 0.082 -0.6 -0.1 0.2
H -1.731 -0.490 -1.073 -0.1 0.0 -0.1
H -1.298 -1.649 -2.364 0.1 -0.5 0.7
H 0.456 0.622 0.088 0.0 0.5 -0.1
H 1.521 0.296 -1.184 -0.5 0.7 0.0
H 1.844 -0.747 2.369 0.1 0.0 -0.7
H 2.643 0.439 1.622 -0.5 -0.8 -0.3
O 2.156 0.164 2.407 0.3 0.8 1.3
H -1.637 1.669 1.902 -0.3 0.2 0.7
H -2.509 2.662 1.251 -0.2 0.1 0.7
O -2.332 2.328 2.160 0.5 -0.3 -1.3
```
Forces are in eV/Å.

Output
**Spin multiplicity**: 2
**Expectation value of S²**: 0.7506
**Molecular weight**: 112.2 g/mol
**Charge**: -2
**ΔE to the lowest compared entry with this formula, charge and spin**: 99.16 kJ/mol

Record 9
ORCA calculation (ωB97M-V with the def2-TZVPD basis set) on a cluster of 2 separate species, C2H10NOS in total at a distorted geometry.

Structure (XYZ):
```
15
Properties=species:S:1:pos:R:3:forces:R:3
C -1.028 0.304 0.328 0.8 2.4 -0.3
C -0.533 -1.114 0.547 -2.1 -1.3 -0.5
S -1.651 -2.273 -0.481 0.3 0.6 1.2
N 0.054 1.339 -0.047 2.1 1.3 1.5
H -1.805 0.526 -0.398 0.2 -1.1 -0.7
H -1.494 0.861 1.154 0.3 -1.2 0.6
H 0.389 -1.592 0.231 0.7 1.5 0.1
H -0.694 -1.339 1.601 0.2 -0.3 -0.2
H -2.336 -2.536 0.633 -0.5 -0.4 -0.3
H -0.220 2.037 -0.729 -0.3 -0.2 -0.4
H 0.322 1.911 0.768 -1.0 0.0 0.2
H 1.093 1.138 -0.206 -0.9 -1.3 -1.2
H 2.189 -0.370 -1.195 -0.2 0.0 0.4
H 3.218 0.647 -1.406 0.5 0.7 0.1
O 2.497 0.461 -0.800 -0.1 -0.8 -0.5
```
Forces are in eV/Å.

Output
**Spin multiplicity**: 1
**Molecular weight**: 96.2 g/mol
**Charge**: +1
**ΔE to the lowest compared entry with this formula, charge and spin**: 131.20 kJ/mol

Record 10
ORCA calculation (ωB97M-V with the def2-TZVPD basis set) on a cluster of 2 separate species, C2H10NOS2 in total at a distorted geometry.

Structure (XYZ):
```
16
Properties=species:S:1:pos:R:3:forces:R:3
N -0.935 1.374 0.324 -0.2 -1.0 -0.3
C 0.388 0.915 -0.303 1.0 0.9 -0.5
C 1.237 -0.134 0.461 -0.9 1.1 0.0
S 1.975 -1.355 -0.702 0.2 0.2 1.3
S 3.305 -2.126 0.713 -0.5 -0.6 -0.5
H -1.782 1.247 -0.247 0.4 -0.6 -0.2
H -1.106 0.844 1.183 -0.1 0.3 0.1
H -0.875 2.370 0.496 0.0 0.1 0.5
H 0.325 0.539 -1.324 -1.1 0.3 0.0
H 0.851 1.908 -0.363 0.7 -0.7 -0.2
H 0.594 -0.589 1.210 0.1 -0.5 0.1
H 2.026 0.388 0.994 0.2 -0.2 0.0
H 2.567 -3.213 1.106 0.3 0.6 -0.2
H -3.231 -0.252 -1.654 0.2 0.3 0.5
H -2.675 -1.438 -1.003 0.4 -0.1 0.5
O -2.663 -0.477 -0.891 -0.6 -0.2 -1.0
```
Forces are in eV/Å.

Output
**Spin multiplicity**: 1
**Molecular weight**: 128.2 g/mol
**Charge**: +1
**ΔE to the lowest compared entry with this formula, charge and spin**: 85.58 kJ/mol

Record 11
ORCA calculation (ωB97M-V with the def2-TZVPD basis set) on a cluster of 2 separate species, C2H10NS in total at a distorted geometry.

Structure (XYZ):
```
14
Properties=species:S:1:pos:R:3:forces:R:3
N 2.324 -0.687 -0.868 -1.4 -1.7 2.7
H 2.240 -1.535 -1.386 -0.3 -1.0 -0.4
H 2.809 -0.069 -1.416 1.7 2.3 -1.5
H 2.790 -0.893 0.025 0.3 0.2 -0.4
H 1.360 -0.310 -0.611 -0.2 0.0 -0.7
C -2.030 0.845 -0.633 -0.5 0.6 0.4
S -0.299 0.717 -0.142 0.4 0.3 0.4
C -0.486 -0.039 1.507 -0.1 -0.6 1.0
H -2.508 1.669 -0.061 0.4 -0.4 -0.4
H -2.207 1.001 -1.702 0.5 0.0 0.3
H -2.488 -0.074 -0.333 -0.5 -0.6 0.0
H -0.738 -1.142 1.448 -0.5 1.4 -0.1
H -1.236 0.614 2.061 0.9 -1.3 -0.5
H 0.469 -0.097 2.111 -0.8 0.8 -0.9
```
Forces are in eV/Å.

Output
**Spin multiplicity**: 1
**Molecular weight**: 80.2 g/mol
**Charge**: +1
**ΔE to the lowest compared entry with this formula, charge and spin**: 48.81 kJ/mol

Record 12
ORCA calculation (ωB97M-V with the def2-TZVPD basis set) on a cluster of 3 separate species, C2H10O2S2 in total at a distorted geometry.

Structure (XYZ):
```
16
Properties=species:S:1:pos:R:3:forces:R:3
C -0.247 -0.303 -0.911 1.9 4.8 -1.9
S -1.601 0.756 -1.626 0.3 0.2 1.1
S -0.702 2.680 -1.739 0.3 -1.2 0.2
C 0.281 2.664 -0.210 -0.9 0.0 1.7
H 0.074 -0.235 0.096 -0.5 0.9 1.4
H 0.652 0.129 -1.492 -1.1 -1.9 0.4
H -0.617 -1.236 -0.959 -0.7 -3.6 -1.3
H 0.332 1.625 0.258 -0.4 1.7 -0.5
H -0.132 3.449 0.507 0.5 -1.3 -0.7
H 1.299 2.919 -0.421 0.6 0.3 -0.4
O -2.645 -3.267 2.186 3.6 1.1 -4.9
H -2.964 -2.476 2.475 -1.3 3.4 1.1
H -2.967 -3.873 2.726 -2.2 -4.5 3.8
O 3.127 -0.777 -0.615 1.2 0.1 1.5
H 2.305 -1.284 -0.434 1.3 0.4 0.5
H 3.806 -0.772 0.159 -2.4 -0.4 -1.9
```
Forces are in eV/Å.

Output
**Spin multiplicity**: 1
**Structure (SMILES)**: CSSC.O.O
**Molecular weight**: 130.2 g/mol
**Charge**: 0
**ΔE to the lowest compared entry with this formula, charge and spin**: 210.20 kJ/mol

Record 13
ORCA calculation (ωB97M-V with the def2-TZVPD basis set) on a cluster of 4 separate species, C2H10O4 in total at a distorted geometry.

Structure (XYZ):
```
16
Properties=species:S:1:pos:R:3:forces:R:3
C 1.546 -0.896 -0.844 -0.5 -3.8 -1.0
C 1.606 -0.339 0.387 0.1 5.3 0.7
O 1.620 1.021 0.401 -0.5 -2.4 0.2
H 1.280 -1.960 -0.770 0.3 0.2 -0.1
H 1.621 -0.642 -1.900 0.2 1.2 0.5
H 1.582 -0.708 1.400 -0.1 -1.2 -0.2
H 1.310 1.291 1.287 0.5 0.5 0.0
H -1.954 -0.552 1.586 0.0 0.6 -0.3
H -1.852 1.045 1.439 -0.3 -0.8 0.1
O -2.353 0.302 1.818 0.2 0.4 0.2
H 0.235 1.470 -1.776 0.2 0.2 0.0
H -1.207 1.812 -1.958 -0.4 0.2 -0.2
O -0.361 1.880 -2.408 0.1 -0.3 0.2
H -0.634 -2.571 1.002 -0.2 -0.3 0.2
H -1.627 -2.368 -0.156 0.0 0.2 0.3
O -1.161 -1.901 0.557 0.5 -0.1 -0.5
```
Forces are in eV/Å.

Output
**Spin multiplicity**: 2
**Expectation value of S²**: 0.7570
**Molecular weight**: 98.1 g/mol
**Charge**: +1
**ΔE to the lowest compared entry with this formula, charge and spin**: 157.79 kJ/mol

Record 14
ORCA calculation (ωB97M-V with the def2-TZVPD basis set) on a structure of composition C2H10O4Rb at a distorted geometry.

Structure (XYZ):
```
17
Properties=species:S:1:pos:R:3:forces:R:3
Rb 1.404 1.055 0.314 7.4 1.0 1.6
O 3.494 1.931 0.185 3.1 1.3 -0.2
H 3.527 1.855 -0.769 0.7 0.2 -0.5
H 3.135 2.804 0.343 0.6 0.6 0.1
O -0.095 1.400 1.808 -3.2 0.7 3.6
H 0.030 2.342 1.692 -0.5 0.6 0.4
H -0.375 1.305 2.718 -0.5 0.0 0.5
C -1.317 -1.925 -1.081 0.0 0.1 2.3
C -0.426 -0.999 -0.154 -2.0 -2.0 -1.0
O -0.056 0.199 -0.756 -6.0 -2.8 -5.6
O -2.681 -1.404 -1.057 1.6 -0.3 -1.0
H -1.307 -2.908 -0.610 -0.2 -0.1 0.4
H -0.859 -2.191 -2.034 -0.5 1.1 -0.5
H 0.458 -1.562 0.145 0.2 0.2 0.0
H -1.053 -0.749 0.702 0.1 -0.3 0.3
H -0.812 0.589 -1.202 -0.6 -0.3 -0.4
H -3.067 -1.740 -0.245 -0.2 0.0 0.0
```
Forces are in eV/Å.

Output
**Spin multiplicity**: 1
**Molecular weight**: 183.6 g/mol
**Charge**: +1
**ΔE to the lowest compared entry with this formula, charge and spin**: 544.20 kJ/mol

Record 15
ORCA calculation (ωB97M-V with the def2-TZVPD basis set) on a cluster of 2 separate species, C2H10OSi2 in total at a distorted geometry.

Structure (XYZ):
```
15
Properties=species:S:1:pos:R:3:forces:R:3
C 2.413 0.919 0.508 -1.3 -3.0 2.4
C -0.604 -0.761 1.480 0.2 -2.2 -1.5
O 1.634 0.275 -0.468 -0.9 0.2 -0.6
Si -2.506 0.368 -2.458 0.3 -1.4 1.2
Si 0.599 -0.955 0.030 -0.4 0.6 -1.1
H 3.226 1.512 0.229 1.0 0.8 -1.1
H 2.724 0.078 1.161 1.1 0.4 -0.1
H 1.777 1.384 1.229 -0.5 1.4 0.2
H -0.255 -0.734 2.453 1.1 0.8 2.0
H -1.330 -0.050 1.264 -1.1 1.8 -0.2
H -1.230 -1.669 1.563 0.4 -0.1 -0.7
H -1.531 1.375 -2.328 0.8 1.2 -0.2
H -3.335 0.279 -3.622 -0.6 0.2 -0.5
H -3.061 0.086 -1.113 -0.3 0.0 -0.3
H 1.479 -2.107 0.072 0.2 -0.6 0.4
```
Forces are in eV/Å.

Output
**Spin multiplicity**: 1
**Molecular weight**: 106.3 g/mol
**Charge**: 0
**ΔE to the lowest compared entry with this formula, charge and spin**: 393.62 kJ/mol